{
  "formula": "C45H54BrCsF6N6O3PSi",
  "method": "ωB97M-V/def2-TZVPD",
  "symbols": ["Cs", "O", "C", "C", "C", "C", "C", "C", "C", "O", "N", "N", "C", "C", "Br", "C", "C", "C", "C", "C", "C", "C", "H", "H", "H", "H", "H", "H", "H", "H", "H", "H", "H", "H", "H", "H", "C", "Si", "C", "N", "C", "C", "C", "C", "C", "C", "C", "C", "C", "C", "C", "C", "C", "C", "C", "C", "C", "H", "H", "H", "H", "H", "H", "H", "H", "H", "H", "H", "H", "H", "H", "H", "H", "H", "H", "H", "H", "H", "H", "H", "H", "C", "N", "C", "N", "C", "N", "C", "P", "C", "C", "H", "H", "H", "H", "H", "H", "H", "H", "H", "H", "H", "H", "H", "C", "C", "O", "C", "F", "F", "F", "C", "F", "F", "F", "H", "H", "H"],
  "coordinates": [[12.429703, -20.882353, -0.432957], [8.328666, -20.673968, -2.463616], [7.248121, -21.025796, -1.834132], [5.967229, -20.952977, -2.537524], [4.806857, -21.134136, -1.828372], [4.787180, -21.452510, -0.489992], [6.028387, -21.551213, 0.215396], [7.256267, -21.343856, -0.445334], [8.595647, -21.304969, 0.314481], [9.697542, -21.196944, -0.560630], [8.649533, -22.501378, 1.171665], [9.772646, -22.549361, 1.943665], [9.764738, -23.646121, 2.742298], [10.615579, -23.734514, 3.855674], [11.587471, -22.140815, 4.330981], [10.869327, -24.867863, 4.653095], [12.195633, -25.290828, 5.037622], [13.364661, -24.761257, 4.447824], [14.631665, -25.111228, 4.844340], [14.740447, -25.956620, 5.939399], [13.657046, -26.475257, 6.595981], [12.393071, -26.121022, 6.186863], [9.177723, -20.939307, -1.589056], [5.946266, -20.668924, -3.589046], [3.850362, -20.885820, -2.311211], [3.880359, -21.635875, 0.023634], [5.979721, -21.883934, 1.264117], [8.596216, -20.432769, 0.969470], [8.365851, -23.358887, 0.673154], [9.162639, -24.501004, 2.453769], [10.004670, -25.462037, 5.081738], [13.245056, -24.003146, 3.700438], [15.567570, -24.827621, 4.276325], [15.729770, -26.204406, 6.349435], [13.765564, -27.059886, 7.571367], [11.519279, -26.360111, 6.748117], [13.152817, -17.958015, -2.744489], [13.466756, -17.359261, -4.480391], [11.893346, -16.758746, -5.432991], [10.696559, -17.104887, -4.694869], [10.302227, -16.284830, -3.617086], [9.343084, -16.994140, -2.613497], [8.131838, -17.500590, -3.326465], [8.500604, -18.214675, -4.621324], [9.992298, -18.378171, -4.910623], [14.123491, -18.687124, -5.623286], [14.194721, -20.010334, -5.136799], [14.765731, -20.992938, -5.990276], [15.412340, -20.676810, -7.158412], [15.298267, -19.373200, -7.621644], [14.588521, -18.414018, -6.924675], [14.650043, -15.888900, -4.551146], [15.771270, -15.825142, -5.359355], [16.477815, -14.609861, -5.549729], [16.151779, -13.481418, -4.831662], [15.068536, -13.562238, -3.970772], [14.330606, -14.744425, -3.792787], [12.257066, -17.624806, -2.188528], [13.901757, -18.318296, -2.013747], [11.900929, -17.184217, -6.432678], [12.019340, -15.659839, -5.478120], [9.789424, -15.355555, -3.943192], [11.154593, -15.916118, -2.997101], [8.985005, -16.239359, -1.914883], [9.936361, -17.738058, -2.130727], [7.435906, -16.679534, -3.465906], [7.547018, -18.186165, -2.674479], [8.077300, -17.676805, -5.451991], [8.117341, -19.236777, -4.692021], [10.170254, -18.740755, -5.927297], [10.488462, -19.091761, -4.236516], [13.716917, -20.285423, -4.166591], [14.746759, -22.045747, -5.675157], [16.035722, -21.434618, -7.679526], [15.743472, -19.031148, -8.520381], [14.326109, -17.450524, -7.379024], [16.127242, -16.708984, -5.875794], [17.379345, -14.548588, -6.183574], [16.604812, -12.496374, -4.981021], [14.886373, -12.713216, -3.288376], [13.461875, -14.688938, -3.134924], [12.952330, -18.002843, 4.781886], [11.786017, -18.812284, 4.366740], [10.599218, -18.428342, 5.238521], [10.349651, -16.969771, 5.124165], [11.539554, -16.151792, 5.495741], [12.720401, -16.536504, 4.715215], [12.650842, -16.056713, 3.351380], [11.104750, -16.741887, 2.533930], [11.490109, -18.574853, 2.923522], [9.766781, -16.525124, 3.853849], [13.809705, -18.293269, 4.128065], [13.226693, -18.293256, 5.790054], [12.065947, -19.810883, 4.557766], [10.861772, -18.653716, 6.323714], [9.651399, -18.947436, 4.936223], [11.724683, -16.264118, 6.584629], [11.410097, -15.065138, 5.322691], [13.502412, -16.331849, 2.697415], [12.678774, -14.945342, 3.442189], [12.412337, -18.899093, 2.404325], [10.727872, -19.311129, 2.645134], [8.822584, -17.018436, 3.639411], [9.525568, -15.449093, 4.051410], [16.062172, -20.846956, 2.941333], [15.541765, -20.210555, 1.635613], [14.183528, -20.341268, 1.532226], [16.229214, -20.887653, 0.344472], [15.912903, -20.154838, -0.798502], [15.777450, -22.176647, 0.228182], [17.560997, -21.013750, 0.394098], [15.903254, -18.616796, 1.597575], [17.239774, -18.298691, 1.578883], [15.303157, -18.069508, 0.513447], [15.410777, -17.989238, 2.724462], [16.091299, -21.908208, 2.786964], [15.288851, -20.584301, 3.660905], [17.079336, -20.521487, 3.284718]],
  "forces_ev_per_angstrom": [[0.1976, 0.1882, -0.7279], [0.4666, -0.6040, 0.2362], [-1.4245, 0.6587, -0.9065], [1.4245, -0.0625, 1.0305], [-0.8469, 0.6592, -0.8094], [2.3796, -0.2162, 1.2310], [-0.8870, -0.4339, -0.9835], [-0.5786, -0.0321, 0.3652], [-0.0156, -0.0600, -1.5231], [-1.2850, -0.4231, 0.5051], [1.2414, 0.4673, -0.7066], [-2.1420, -1.6602, 1.7640], [0.9404, 1.8984, -0.8295], [0.0086, -1.1020, 0.0395], [0.1333, 0.1396, -0.2162], [-0.8710, -0.1095, 0.0690], [0.9057, 0.3453, 1.9119], [-0.6387, 0.1044, -0.5346], [0.9856, -0.4551, -0.2834], [2.0040, -0.3969, 0.3191], [-0.7649, -0.5378, 2.0501], [-0.4057, 0.7640, -1.4869], [0.0776, 0.2007, 0.0060], [0.2046, -0.0376, 0.2828], [0.3465, -0.4732, 0.0141], [-0.7755, -0.0535, 0.4399], [0.2672, 0.4028, -0.4128], [-0.0019, -0.0001, 0.5133], [0.1268, 0.3610, 0.4200], [-0.1778, -0.1529, 0.2901], [0.9799, 0.4995, -1.1512], [0.0977, -0.1109, -0.6209], [-1.3839, 0.0553, 0.8366], [-0.3304, 0.0805, -0.4219], [0.0101, 0.7599, -1.6218], [-0.4591, -0.5414, 0.3548], [-0.4132, 0.0094, -0.5387], [-0.8780, -0.7738, 2.3677], [0.5650, 0.2697, 1.5501], [-0.8001, -0.2554, -1.3745], [-0.3877, 0.8244, 1.5012], [0.5689, 1.4307, -0.9888], [-0.7748, -1.4629, 0.6400], [0.1542, -0.8674, -0.7705], [1.1951, 1.0249, 1.1942], [0.3840, -0.7639, 0.4001], [0.0132, -0.3344, -1.3005], [-0.4232, -0.5669, 1.7446], [0.5966, -0.0880, -0.4827], [-0.2545, 0.4011, -0.0265], [-0.5568, -0.3097, 0.7597], [-0.1744, 0.2744, 0.1675], [0.8900, 1.1890, -0.4400], [0.9087, -0.7163, -0.0985], [-0.7444, 0.3681, -0.1936], [-0.3931, -0.1171, 1.4884], [0.4426, 0.9851, -0.8493], [0.3015, -0.0398, -0.4701], [0.0718, 0.3346, -0.7010], [-0.1992, 0.0322, -0.2369], [-0.4535, -0.2107, -0.3298], [-0.0318, 0.0505, -0.2109], [-0.0954, -0.3335, -0.5271], [0.4053, 0.0138, 0.4442], [0.0979, -0.7916, 0.5525], [0.0265, 0.3529, -0.5264], [0.4998, 0.1634, -0.2575], [-0.2139, 0.3360, -0.5286], [-0.3537, 0.1274, 0.3487], [-0.1114, 0.2117, -0.0358], [-0.4707, -0.4702, -0.0491], [0.5869, 0.4531, -0.8244], [0.0967, 0.4255, 0.0031], [-0.6948, 0.6086, 0.2382], [0.4593, -0.1528, -0.9900], [0.5579, -0.2418, 0.1707], [-0.1164, 0.0616, -0.0817], [-0.6056, -0.3305, 0.1194], [0.2530, -0.5339, 0.0255], [-0.2278, -0.3255, -0.5776], [0.2426, -0.4318, -0.0398], [1.5434, 1.5894, -0.2340], [-0.4585, -0.7557, 0.8774], [-0.6257, 1.5963, 0.9030], [0.1163, -0.6693, 1.2025], [0.1592, -0.6049, 0.0210], [0.8850, -1.9832, 1.0013], [-0.7699, 0.7121, -0.1100], [-0.6241, -0.5383, -1.3840], [0.4545, -0.0607, -0.4155], [1.4271, 1.0044, 0.6310], [-0.7722, 0.3543, 0.3239], [-0.2098, 0.0427, 0.3322], [-0.6206, 0.9488, -0.6083], [-0.2528, 0.0865, -1.4471], [1.2062, 0.1350, 0.1075], [0.0553, -0.2373, -0.6230], [-0.4958, -0.6806, -0.0148], [-0.3103, -0.1449, 0.6312], [-0.3454, -0.6800, -0.5374], [-0.1971, 0.2639, -0.1250], [-0.2055, 0.4447, -0.1211], [0.1096, -0.2919, -0.2146], [0.1594, -0.7464, -0.6734], [0.8421, 0.9280, -0.2781], [-0.6698, 0.8128, -0.6124], [1.5222, 0.4194, 0.5983], [-0.8994, 0.7587, 0.1570], [0.4475, -1.7157, 1.3844], [-0.1197, 1.0454, -0.3622], [0.1100, 0.3968, -0.0079], [-0.1110, -1.0992, -0.6848], [-1.1410, -0.3084, -0.1362], [0.7033, 0.1743, 1.3422], [0.1298, -0.2628, -0.6465], [-0.1339, -0.6211, 0.1165], [0.1960, -0.1598, 0.2514], [-0.8566, -0.1054, -0.3530]],
  "total_charge": -1,
  "energy_ev": -166680.907,
  "fmax_ha_per_bohr": 0.0629,
  "de_lowest_kcal_mol": 45.07
}